No. 1
{"formula": "C25H16F4N6O4Pb", "method": "ωB97M-V/def2-TZVPD", "relative_energy_kcal_mol": 3.2, "e_tot_ha": -2184.07510, "gap_ha": 0.2179, "fmax_ev_per_a": 1.0, "molar_mass_da": 747.63, "symbols": ["Pb", "C", "C", "C", "O", "C", "O", "O", "H", "H", "H", "H", "H", "H", "H", "O", "C", "N", "F", "C", "C", "F", "C", "C", "C", "F", "C", "C", "C", "N", "C", "N", "F", "C", "C", "N", "C", "N", "C", "C", "C", "C", "C", "C", "C", "C", "N", "H", "H", "H", "H", "H", "H", "H", "H", "H"], "coordinates": [[-1.8545, -1.5035, -1.3894], [-2.0311, -2.4958, 3.2454], [-2.6554, -1.9869, 1.9603], [-3.8354, -1.0615, 2.2245], [-1.6828, -1.2388, 1.1875], [-3.1911, -3.1759, 1.1105], [-3.8652, -4.0139, 1.6910], [-2.8952, -3.1496, -0.1518], [-1.7372, -1.6594, 3.8887], [-1.1532, -3.1145, 3.0347], [-2.7575, -3.1117, 3.7689], [-3.5174, -0.1940, 2.8114], [-4.6057, -1.6070, 2.7681], [-4.2537, -0.7048, 1.2795], [-0.8116, -1.3240, 1.5873], [-2.8157, 2.5597, 0.4129], [-2.6423, 1.5619, -0.2164], [-2.4644, 0.5635, -0.8506], [-0.5776, 2.9389, -3.6819], [-0.2583, 3.1405, -2.4198], [-0.6189, 4.2859, -1.8440], [-1.2887, 5.1694, -2.5521], [-0.2712, 4.6123, -0.4716], [0.4912, 3.5890, 0.2238], [0.7994, 2.4225, -0.3363], [1.4415, 1.5264, 0.3944], [0.4504, 2.0868, -1.7065], [0.7092, 0.8815, -2.2534], [0.3259, 0.5108, -3.5873], [0.1090, 0.1085, -4.6436], [1.3608, -0.2415, -1.5260], [2.7040, -0.3308, -1.3866], [0.8425, 3.8031, 1.4731], [-0.6404, 5.7681, 0.1228], [-0.1702, 6.1717, 1.4229], [0.2195, 6.5745, 2.4262], [-1.5395, 6.7163, -0.4823], [-2.2936, 7.4811, -0.8923], [0.3386, -4.1046, 0.2946], [1.6329, -3.3540, 0.1396], [2.8323, -3.8946, 0.5730], [4.0727, -3.2723, 0.3643], [4.1668, -2.0670, -0.2970], [2.9636, -1.5092, -0.7170], [3.7143, 0.6066, -1.8531], [1.7182, -2.1080, -0.5015], [0.7179, -1.2689, -1.0126], [0.3924, -4.8046, 1.1265], [0.1241, -4.6806, -0.6105], [-0.5113, -3.4459, 0.4469], [2.8083, -4.8462, 1.0927], [4.9736, -3.7546, 0.7234], [5.1191, -1.5845, -0.4845], [4.4350, 0.0871, -2.4803], [4.2335, 1.0545, -1.0076], [3.2421, 1.3877, -2.4389]], "forces_ev_per_angstrom": [[-0.35, -0.72, 0.23], [0.10, 0.13, 0.00], [-0.22, -0.19, -0.13], [0.07, 0.17, 0.01], [0.22, 0.00, -0.09], [-0.01, -0.05, 0.26], [0.31, 0.28, -0.45], [-0.10, 0.21, 0.03], [-0.02, -0.07, -0.07], [-0.03, 0.00, 0.02], [0.02, -0.02, 0.01], [-0.02, -0.09, -0.07], [0.01, 0.01, -0.04], [0.01, -0.01, 0.08], [0.03, -0.05, 0.07], [0.22, -0.40, -0.41], [-0.04, -0.10, 0.20], [-0.18, 0.98, 0.08], [-0.05, -0.16, -0.34], [0.13, -0.22, 0.24], [0.04, -0.03, 0.35], [-0.14, 0.27, -0.15], [-0.05, -0.09, -0.01], [-0.15, 0.23, -0.20], [-0.10, -0.01, -0.36], [0.23, -0.36, 0.19], [-0.17, 0.08, -0.02], [-0.06, -0.32, -0.06], [0.14, 0.01, -0.06], [-0.05, 0.01, 0.14], [0.07, -0.16, 0.17], [0.16, 0.20, -0.22], [0.06, 0.07, 0.33], [-0.10, 0.34, 0.16], [-0.03, 0.06, 0.01], [-0.10, -0.04, -0.12], [-0.06, 0.04, 0.02], [0.20, -0.09, 0.08], [0.15, 0.09, -0.14], [-0.09, -0.06, 0.00], [-0.01, -0.01, 0.02], [-0.01, -0.01, 0.01], [0.06, 0.05, -0.07], [-0.13, 0.00, 0.02], [-0.10, -0.15, 0.11], [-0.03, 0.09, 0.07], [0.41, -0.01, -0.01], [-0.02, 0.00, 0.01], [0.01, 0.02, 0.05], [-0.05, 0.02, 0.08], [0.01, 0.03, -0.05], [-0.05, 0.01, -0.01], [-0.07, -0.04, 0.05], [0.02, -0.04, -0.04], [-0.01, 0.02, 0.05], [-0.05, 0.04, -0.03]]}



No. 2
{"formula": "C25H16F8InNPS", "method": "ωB97M-V/def2-TZVPD", "e_tot_ha": -2745.33409, "gap_ha": 0.2656, "fmax_ev_per_a": 3.9, "charge": 1, "molar_mass_da": 660.25, "symbols": ["In", "F", "C", "C", "F", "C", "F", "C", "S", "C", "F", "C", "F", "N", "C", "C", "C", "C", "C", "C", "P", "C", "C", "C", "C", "C", "C", "C", "C", "C", "C", "C", "C", "H", "H", "H", "H", "H", "H", "H", "H", "H", "H", "H", "H", "H", "H", "H", "H", "F", "C", "F", "F"], "coordinates": [[-1.5067, 0.7577, 0.0536], [0.5453, 7.7447, 0.0855], [-0.1847, 6.6429, 0.0499], [0.4232, 5.4001, 0.0455], [1.7477, 5.2772, 0.0784], [-0.3645, 4.2672, 0.0063], [0.2660, 3.0687, 0.0084], [-1.7503, 4.3036, -0.0283], [-2.7724, 2.8847, -0.0848], [-2.3353, 5.5680, -0.0202], [-3.6583, 5.6722, -0.0505], [-1.5698, 6.7199, 0.0174], [-2.1616, 7.9046, 0.0235], [1.3915, 1.4248, 0.0193], [2.3178, 0.3111, 0.0069], [3.6935, 0.5137, -0.0050], [4.5589, -0.5668, -0.0133], [4.0694, -1.8661, -0.0130], [2.7057, -2.0868, -0.0029], [1.8290, -1.0030, 0.0077], [0.0519, -1.3276, 0.0228], [-0.2661, -2.1283, 1.6111], [-0.8648, -3.3610, 1.8332], [-1.0848, -3.7830, 3.1372], [-0.7200, -2.9829, 4.2071], [-0.1140, -1.7512, 3.9878], [0.1088, -1.3226, 2.6930], [-0.3029, -2.1365, -1.5512], [0.0790, -1.3547, -2.6482], [-0.1663, -1.7967, -3.9339], [-0.8032, -3.0168, -4.1300], [-1.1872, -3.7870, -3.0450], [-0.9445, -3.3520, -1.7494], [1.5428, 2.0100, -0.7978], [1.5884, 2.0310, 0.8110], [4.0865, 1.5232, -0.0082], [5.6269, -0.3946, -0.0194], [4.7528, -2.7042, -0.0221], [2.3140, -3.0973, -0.0049], [-1.1680, -3.9867, 1.0068], [-1.5520, -4.7422, 3.3154], [-0.9110, -3.3124, 5.2196], [0.1847, -1.1315, 4.8223], [0.5890, -0.3658, 2.5088], [0.5792, -0.4052, -2.4824], [0.1350, -1.1942, -4.7800], [-1.0048, -3.3601, -5.1357], [-1.6893, -4.7318, -3.2041], [-1.2614, -3.9544, -0.9111], [-3.8147, -0.4058, -1.4407], [-3.4241, -0.5115, -0.1441], [-4.4974, -0.2728, 0.6070], [-3.1066, -1.8320, 0.0406]], "forces_ev_per_angstrom": [[-0.79, 0.00, -0.12], [0.04, 0.05, 0.00], [-0.04, -0.04, 0.00], [-0.23, -0.08, -0.01], [0.13, 0.05, 0.01], [-0.28, 0.29, 0.00], [-2.32, 3.18, 0.00], [0.45, 0.16, 0.02], [0.45, -0.88, 0.09], [0.09, -0.20, 0.00], [-0.04, 0.06, 0.00], [-0.03, 0.06, 0.00], [0.02, 0.03, 0.00], [1.90, -2.49, -0.01], [-0.12, -0.14, 0.01], [0.00, -0.06, 0.01], [0.07, 0.05, 0.00], [0.01, -0.11, 0.00], [-0.02, 0.04, -0.01], [-0.19, 0.54, -0.01], [-0.01, 0.43, 0.05], [-0.03, 0.02, -0.15], [0.00, 0.04, -0.08], [-0.04, -0.07, 0.01], [0.02, 0.02, 0.05], [0.00, 0.00, -0.02], [-0.03, -0.10, -0.05], [-0.03, 0.03, 0.14], [-0.02, -0.09, 0.08], [-0.01, 0.00, 0.00], [0.01, 0.04, -0.03], [-0.05, -0.07, 0.00], [0.02, 0.03, 0.08], [0.22, -0.47, 0.07], [0.21, -0.44, -0.07], [-0.02, 0.01, 0.01], [0.00, 0.00, -0.01], [-0.01, 0.00, 0.00], [0.03, -0.02, 0.00], [-0.01, -0.01, 0.12], [0.00, 0.01, -0.01], [0.02, -0.03, -0.01], [-0.02, 0.00, 0.00], [0.03, 0.00, 0.08], [0.04, 0.00, -0.08], [-0.01, 0.00, 0.00], [0.00, -0.02, 0.01], [0.01, 0.00, 0.01], [-0.03, 0.00, -0.12], [-0.04, -0.02, 0.01], [0.65, 0.02, -0.19], [0.00, 0.15, 0.13], [-0.01, 0.03, 0.03]]}



No. 3
{"formula": "C25H17AsF6N6O2PdS", "method": "ωB97M-V/def2-TZVPD", "relative_energy_kcal_mol": 46.1, "e_tot_ha": -4802.80728, "gap_ha": [0.2561, 0.2125], "multiplicity": 2, "fmax_ev_per_a": 0.6, "charge": 1, "s_squared": 0.78, "molar_mass_da": 760.85, "symbols": ["Pd", "C", "C", "N", "C", "C", "N", "C", "C", "C", "C", "C", "N", "C", "C", "N", "C", "C", "N", "C", "C", "C", "N", "C", "C", "H", "H", "H", "H", "H", "H", "H", "H", "H", "H", "H", "H", "O", "C", "O", "C", "C", "C", "C", "S", "C", "C", "H", "H", "H", "H", "H", "F", "As", "F", "F", "F", "F", "F"], "coordinates": [[-1.2328, 0.9166, -0.7726], [-1.2896, -0.9901, -5.2354], [-1.4685, -0.0781, -4.2020], [-1.0813, -0.3741, -2.9699], [-0.5276, -1.5596, -2.7499], [-0.3802, -2.4712, -3.7856], [-0.7503, -2.1855, -5.0327], [-0.1469, -1.8974, -1.3336], [0.6626, -2.9862, -1.0563], [0.9244, -3.3388, 0.2604], [0.2955, -2.6033, 1.2579], [-0.5039, -1.5217, 0.9301], [-0.6642, -1.1507, -0.3505], [-1.2781, -0.7929, 1.9947], [-1.5064, -1.3568, 3.2429], [-2.2157, -0.7313, 4.1803], [-2.7167, 0.4536, 3.8575], [-2.5204, 1.0163, 2.6018], [-1.7984, 0.3891, 1.6841], [1.8271, -4.4675, 0.5936], [2.6308, -4.4310, 1.7264], [3.4647, -5.5066, 1.9872], [3.5404, -6.5939, 1.2206], [2.7576, -6.6207, 0.1433], [1.8972, -5.5941, -0.2153], [-1.5929, -0.7441, -6.2455], [-1.9289, 0.8904, -4.3522], [0.0216, -3.4625, -3.6231], [1.1283, -3.5301, -1.8644], [0.4249, -2.8826, 2.2924], [-1.1403, -2.3416, 3.5008], [-3.3015, 0.9698, 4.6090], [-2.9609, 1.9635, 2.3150], [2.6480, -3.5717, 2.3843], [4.1090, -5.4893, 2.8587], [2.8166, -7.5128, -0.4696], [1.2744, -5.7048, -1.0935], [1.6845, 7.0123, 2.3982], [2.5592, 6.3032, 1.6673], [3.7209, 6.5742, 1.6369], [2.0365, 5.0737, 0.9610], [2.7026, 4.7012, -0.2123], [2.2949, 3.5885, -0.8988], [1.2141, 2.8066, -0.4021], [0.7902, 1.4682, -1.3358], [0.5748, 3.1716, 0.8082], [0.9865, 4.3038, 1.4685], [0.7766, 6.7405, 2.2209], [3.5287, 5.3074, -0.5566], [2.7816, 3.3016, -1.8222], [-0.2236, 2.5604, 1.2017], [0.5119, 4.5760, 2.4032], [-2.2477, 2.8688, -0.1031], [-3.7106, 2.6929, -1.1439], [-3.3845, 0.9175, -0.8501], [-4.6769, 2.6914, 0.2550], [-4.9911, 2.3158, -2.1834], [-3.7868, 4.3750, -1.3492], [-2.5592, 2.5405, -2.4524]], "forces_ev_per_angstrom": [[-0.39, 0.14, -0.17], [0.00, -0.06, -0.15], [-0.03, 0.05, 0.18], [0.06, 0.15, 0.01], [0.09, -0.03, 0.47], [-0.04, -0.07, -0.30], [0.00, 0.11, 0.25], [-0.08, -0.01, -0.22], [0.05, 0.01, -0.10], [0.09, -0.10, 0.07], [-0.04, -0.01, 0.07], [-0.12, 0.06, 0.16], [0.07, 0.03, -0.04], [0.22, -0.13, -0.33], [-0.13, 0.01, 0.23], [0.10, 0.00, -0.22], [-0.07, 0.01, 0.12], [0.00, -0.07, -0.16], [0.11, 0.12, -0.01], [-0.10, 0.11, -0.04], [0.04, 0.03, -0.02], [0.12, -0.14, 0.05], [-0.21, 0.25, -0.06], [0.10, -0.13, 0.02], [-0.01, -0.04, 0.01], [0.00, -0.02, 0.00], [0.01, -0.01, -0.04], [0.00, 0.00, -0.01], [0.00, -0.02, 0.02], [0.03, -0.01, -0.01], [-0.01, 0.01, 0.02], [0.01, -0.02, 0.01], [0.00, 0.01, 0.05], [-0.02, 0.00, -0.01], [0.00, -0.02, -0.01], [0.01, 0.00, 0.02], [0.00, 0.02, 0.01], [0.04, -0.01, -0.16], [0.03, -0.28, 0.40], [-0.01, 0.11, -0.14], [0.06, 0.20, -0.12], [-0.09, 0.00, 0.08], [-0.11, -0.13, 0.04], [0.28, 0.48, 0.22], [-0.11, -0.43, 0.07], [0.10, -0.08, -0.23], [0.04, 0.06, 0.04], [-0.08, 0.05, 0.01], [0.01, -0.01, -0.01], [-0.01, -0.02, 0.01], [-0.03, -0.03, 0.02], [-0.01, -0.02, -0.01], [0.24, 0.16, -0.01], [0.01, 0.21, -0.31], [-0.13, -0.31, 0.03], [0.00, -0.01, 0.13], [-0.05, -0.08, 0.06], [-0.04, -0.03, 0.06], [0.02, -0.06, 0.00]]}